1.
The following is a quantum chemistry calculation of C10H20MoN3O11P3 as an isolated structure, from the OMol25 dataset.

Total energy (Ha): -2476.9266
Lowest unoccupied orbital energy (eV): -9.96
Net charge: +2

Geometry (Å):
Mo  -0.60  0.85  0.49
O  -4.42  -0.88  0.02
P  -3.41  -0.27  1.00
O  -3.10  -0.89  2.28
O  -2.05  -0.14  0.07
O  -3.80  1.30  1.06
P  -2.91  2.40  1.85
O  -3.54  3.73  1.40
O  -2.54  2.10  3.21
O  -1.55  2.30  0.87
H  -5.10  -1.48  0.39
H  -3.83  4.35  2.09
C  3.88  -1.97  -0.43
C  2.96  -1.46  0.65
C  2.41  -2.57  1.51
C  3.56  -0.33  1.46
O  1.69  -0.91  -0.05
P  1.64  0.31  -1.01
O  2.70  0.74  -1.87
O  1.04  1.45  0.05
O  0.12  0.02  -1.56
C  -0.45  0.68  -2.87
C  -0.55  2.16  -2.61
C  0.51  0.33  -4.00
C  -1.79  0.02  -3.07
H  4.73  -2.46  0.05
H  4.26  -1.16  -1.06
H  3.37  -2.70  -1.06
H  3.22  -2.99  2.11
H  2.00  -3.37  0.90
H  1.63  -2.21  2.19
H  4.43  -0.69  1.99
H  2.85  0.06  2.19
H  3.89  0.49  0.81
H  0.42  2.62  -2.40
H  -1.26  2.39  -1.81
H  -0.95  2.64  -3.50
H  1.46  0.84  -3.91
H  0.03  0.64  -4.93
H  0.67  -0.74  -4.04
H  -2.49  0.24  -2.27
H  -1.68  -1.06  -3.15
H  -2.21  0.39  -4.00
N  -1.80  -2.18  6.14
C  -1.41  -1.57  5.24
N  -0.96  -0.87  4.21
C  -0.72  -0.36  3.21
N  -0.36  0.21  2.13

For reference, the Löwdin charges in units of e are: Mo 1.9912; O -0.0011; P 0.3563; O -0.1810; O -0.4104; O -0.1923; P 0.3737; O 0.0040; O -0.1645; O -0.3713; H 0.1478; H 0.1517; C -0.0102; C -0.5453; C -0.0117; C -0.0152; O -0.1859; P 0.3893; O -0.1315; O -0.3647; O -0.2790; C -0.5302; C -0.0149; C -0.0071; C -0.0117; H 0.1141; H 0.0901; H 0.1059; H 0.1130; H 0.1033; H 0.0731; H 0.1139; H 0.0873; H 0.0967; H 0.1021; H 0.0749; H 0.1236; H 0.0865; H 0.1167; H 0.1124; H 0.0680; H 0.1119; H 0.1168; N 0.2788; C -0.1717; N 0.2790; C -0.1372; N -0.0450

2.
The following is a quantum chemistry calculation of C26H41CuNP2 as an isolated structure, from the OMol25 dataset.

Total energy (Ha): -3392.9992
Spin multiplicity: 2
Lowest unoccupied orbital energy (spin up / spin down) (eV): 0.66 / -0.88

Geometry (Å):
Cu  0.00  0.00  0.00
C  -1.22  2.87  -3.83
C  -0.32  1.94  -3.02
C  0.92  2.69  -2.54
P  -0.81  1.25  -1.66
C  -1.72  2.51  -0.50
C  -1.90  1.99  0.94
C  -3.10  3.01  -0.98
C  -2.22  -0.31  -1.74
C  -3.42  -0.16  -2.44
C  -4.35  -1.23  -2.57
C  -5.64  -1.05  -3.28
C  -4.04  -2.43  -1.96
C  -2.88  -2.64  -1.25
C  -1.96  -1.56  -1.08
N  -0.91  -1.63  -0.14
C  0.04  -2.71  0.25
C  -0.46  -3.98  0.66
C  0.39  -4.91  1.23
C  1.74  -4.64  1.43
C  2.69  -5.67  2.06
C  2.25  -3.40  1.04
C  1.43  -2.42  0.42
P  2.22  -0.49  -0.30
C  3.75  -1.32  -0.78
C  4.55  -0.13  -1.32
C  3.53  -2.32  -1.93
C  2.72  0.27  1.28
C  2.66  1.75  0.89
C  1.85  0.02  2.55
H  -0.66  3.21  -4.72
H  -1.47  3.78  -3.26
H  -2.13  2.34  -4.17
H  0.02  1.12  -3.67
H  0.68  3.55  -1.87
H  1.49  3.10  -3.40
H  1.61  2.01  -1.99
H  -1.00  3.33  -0.47
H  -2.61  1.14  0.97
H  -2.28  2.80  1.59
H  -0.92  1.66  1.34
H  -3.86  2.19  -0.92
H  -3.11  3.39  -2.01
H  -3.45  3.83  -0.32
H  -3.65  0.79  -2.93
H  -5.75  -0.03  -3.71
H  -6.49  -1.22  -2.58
H  -5.71  -1.79  -4.11
H  -4.76  -3.27  -2.03
H  -2.74  -3.59  -0.82
H  -1.48  -4.24  0.59
H  -0.02  -5.87  1.55
H  2.11  -6.58  2.32
H  3.09  -5.23  2.99
H  3.46  -5.90  1.36
H  3.30  -3.20  1.22
H  4.38  -1.81  0.00
H  3.96  0.42  -2.09
H  5.50  -0.48  -1.78
H  4.84  0.55  -0.50
H  2.92  -1.86  -2.74
H  3.01  -3.24  -1.58
H  4.51  -2.64  -2.35
H  3.76  -0.02  1.56
H  1.61  2.04  0.68
H  3.26  1.97  0.00
H  3.03  2.37  1.73
H  0.80  0.29  2.34
H  2.22  0.67  3.38
H  1.91  -1.02  2.85
H  -0.24  0.74  1.46

For reference, the Löwdin charges in units of e are: Cu 0.0482; C -0.0969; C -0.6663; C -0.1426; P 1.0192; C -0.4783; C -0.1499; C -0.1226; C -0.1538; C -0.0805; C -0.3213; C -0.0820; C -0.0716; C -0.0210; C -0.2809; N -0.0785; C -0.2306; C -0.0329; C -0.0664; C -0.2841; C -0.0528; C -0.0865; C -0.1420; P 1.0774; C -0.6211; C -0.1697; C -0.1218; C -0.5647; C -0.1732; C -0.1113; H 0.0880; H 0.0777; H 0.0806; H 0.1401; H 0.0861; H 0.0948; H 0.0392; H 0.0927; H 0.1010; H 0.0953; H -0.0249; H 0.0774; H 0.0481; H 0.0814; H 0.0894; H 0.0762; H 0.0888; H 0.0851; H 0.1238; H 0.0709; H 0.0790; H 0.1106; H 0.0785; H 0.0791; H 0.0593; H 0.0979; H 0.1131; H 0.0757; H 0.0840; H 0.0658; H 0.0829; H 0.0691; H 0.0824; H 0.1155; H 0.0533; H 0.0554; H 0.0889; H 0.0070; H 0.0890; H 0.0674; H 0.0931

3.
The following is a quantum chemistry calculation of C23H26I2N3O4V as an isolated structure, from the OMol25 dataset.

Energy above the lowest of the compared OMol25 structures with the same formula, charge and spin (kJ/mol): 66.3
Total energy (Ha): -2896.5268
Spin multiplicity: 4
Lowest unoccupied orbital energy (spin up / spin down) (eV): -2.52 / -2.66
Net charge: +1

Geometry (Å):
V  -0.24  0.18  0.12
C  -2.49  -4.20  1.90
N  -2.60  -3.04  1.04
C  -3.94  -2.72  0.58
C  -1.59  -2.22  0.78
O  -1.71  -1.23  0.05
C  -0.23  -2.51  1.45
O  0.55  -1.36  1.22
C  1.73  -1.15  1.96
C  2.00  0.36  1.85
O  1.44  1.01  0.95
N  2.83  0.93  2.72
C  3.02  2.37  2.70
C  3.45  0.27  3.85
H  -2.49  -3.92  2.95
H  -1.60  -4.78  1.68
H  -3.36  -4.84  1.73
H  -4.62  -2.71  1.44
H  -4.29  -3.46  -0.14
H  -3.94  -1.74  0.11
H  0.23  -3.40  1.01
H  -0.38  -2.68  2.53
H  2.57  -1.72  1.52
H  1.59  -1.46  3.00
H  2.47  2.80  1.87
H  4.08  2.60  2.60
H  2.66  2.80  3.64
H  3.53  -0.80  3.70
H  2.88  0.48  4.76
H  4.46  0.67  3.98
C  -0.22  -0.47  -3.01
C  0.24  -1.58  -2.31
C  1.44  -1.50  -1.60
C  2.17  -0.32  -1.60
C  1.70  0.79  -2.29
C  0.51  0.71  -3.00
H  -1.13  -0.54  -3.59
H  -0.29  -2.52  -2.37
H  1.84  -2.39  -1.12
H  3.14  -0.28  -1.11
H  2.29  1.69  -2.31
H  0.16  1.56  -3.56
I  -2.14  3.78  -2.89
C  -2.39  3.48  -0.83
C  -3.17  4.31  -0.04
C  -3.33  4.08  1.31
I  -4.53  5.41  2.43
C  -2.71  2.99  1.95
C  -2.78  2.62  3.30
C  -2.11  1.49  3.73
C  -1.35  0.74  2.84
N  -1.25  1.06  1.55
C  -1.91  2.15  1.12
C  -1.73  2.38  -0.27
O  -0.98  1.55  -0.89
H  -3.67  5.16  -0.50
H  -3.36  3.20  4.01
H  -2.16  1.19  4.76
H  -0.83  -0.15  3.18

For reference, the Löwdin charges in units of e are: V 0.8270; C -0.0260; N -0.1263; C -0.0024; C -0.3645; O -0.0024; C -0.0629; O -0.2531; C -0.0595; C -0.3660; O -0.0092; N -0.1267; C -0.0020; C -0.0237; H 0.1051; H 0.0970; H 0.1021; H 0.1045; H 0.1055; H 0.0974; H 0.1548; H 0.1425; H 0.1592; H 0.1373; H 0.0987; H 0.1037; H 0.1059; H 0.0884; H 0.1087; H 0.1042; C -0.0702; C -0.0974; C -0.1172; C -0.1060; C -0.0730; C -0.0906; H 0.1203; H 0.1145; H 0.1122; H 0.1156; H 0.1211; H 0.0776; I 0.9366; C -0.6144; C -0.2082; C -0.6478; I 0.8962; C -0.2053; C -0.0194; C -0.0387; C -0.0920; N 0.0109; C -0.1224; C -0.4131; O -0.1856; H 0.0855; H 0.0725; H 0.1086; H 0.1119

4.
The following is a quantum chemistry calculation of a 7-piece molecular cluster, H14O7 overall, from the OMol25 dataset.

SMILES: O.O.O.O.O.O.O
Energy above the lowest of the compared OMol25 structures with the same formula, charge and spin (kJ/mol): 411.8
Total energy (Ha): -534.9670
Lowest unoccupied orbital energy (eV): 0.06

Geometry (Å):
O  1.97  -1.01  0.35
H  1.46  -0.32  0.80
H  1.56  -1.83  0.66
O  -2.55  2.41  -0.36
H  -1.81  1.95  -0.78
H  -2.27  2.50  0.56
O  -0.29  0.93  -0.34
H  -1.04  0.65  0.20
H  0.47  0.82  0.25
O  3.02  3.25  0.04
H  3.40  2.68  -0.64
H  2.46  3.86  -0.46
O  -2.41  -2.73  -0.41
H  -1.51  -2.39  -0.53
H  -2.49  -2.83  0.55
O  2.93  -2.56  -0.36
H  3.02  -3.12  0.42
H  3.75  -2.06  -0.39
O  -3.23  0.18  0.46
H  -2.63  0.21  -0.30
H  -3.80  -0.57  0.27

For reference, the Löwdin charges in units of e are: O -0.0927; H 0.0204; H 0.0555; O -0.0698; H -0.0030; H 0.0450; O -0.0403; H 0.0127; H 0.0281; O -0.0636; H 0.0335; H 0.0357; O -0.0514; H 0.0314; H 0.0393; O -0.0905; H 0.0573; H 0.0670; O -0.0662; H 0.0080; H 0.0436